w | Entry from OMol25: a single C3H4Cl2S molecule (wB97M-V/def2-TZVPD).

Summary:
Molar mass: 143.0 g/mol
LUMO level: 0.8 eV
HOMO energy: -0.3047 hartree
Charge: 0
Kohn-Sham gap: 0.3341 hartree

The geometry in XYZ format:
```
10
Properties=species:S:1:pos:R:3:lowdin_charge:R:1
H 2.4635 2.5710 -1.0521 0.03
Cl -0.4903 -1.3749 1.4074 0.67
C 2.5653 1.5595 -1.4197 -0.36
H 3.5748 1.2615 -1.6801 0.03
C 0.1313 0.5238 -0.4756 -0.56
Cl -2.4080 -0.0579 -0.3282 0.57
S 1.8590 0.4280 -0.1215 0.81
H -0.1411 1.2205 -1.2368 0.06
C -0.7396 -0.2495 0.1983 -1.27
H 1.8866 1.4544 -2.2508 0.02
```


x | Entry from OMol25: 2 unconnected molecules or ions with the total composition C3H4Cl2S (wB97M-V/def2-TZVPD).

Summary:
Molar mass: 143.0 g/mol
LUMO level: -1.0 eV
HOMO energy: -0.3473 hartree
Charge: 0
Kohn-Sham gap: 0.3116 hartree

The geometry in XYZ format:
```
10
Properties=species:S:1:pos:R:3:lowdin_charge:R:1
Cl -0.2772 -0.7096 2.0005 0.64
H -1.3374 -1.0270 -0.3389 0.02
C 0.6750 -0.7456 -1.1294 -0.08
Cl -1.3946 1.8432 1.2837 0.55
H -1.1186 0.2403 -1.6308 0.03
C -0.6724 -0.4338 -0.9490 -0.15
H 1.2310 -1.5458 -0.5665 0.06
C 0.0501 0.8865 1.5306 -1.72
S 1.5012 1.6523 1.5372 0.61
H 1.3428 -0.1605 -1.7373 0.04
```


The calculated energies rank the structures as follows, beginning with the most stable: w, x.


w | Entry from OMol25: a single CH3IO3S molecule (wB97M-V/def2-TZVPD).

Summary:
Molar mass: 222.0 g/mol
LUMO level: -0.8 eV
HOMO energy: -0.3609 hartree
Charge: 0
Kohn-Sham gap: 0.3327 hartree

The geometry in XYZ format:
```
9
Properties=species:S:1:pos:R:3:lowdin_charge:R:1
S -0.2047 1.9328 -0.4520 0.51
C -0.1954 -0.8764 0.1563 -0.37
H -0.8262 -1.0472 -0.7234 0.11
O -0.1375 0.5208 0.4574 -0.44
H -0.1741 -1.6287 1.9468 0.10
O 0.7466 2.8066 0.1288 -0.49
H 0.8414 -1.1806 -0.0720 0.13
I 0.6892 1.1375 -2.6061 0.44
O -0.7392 -1.6649 1.1643 0.00
```


x | Entry from OMol25: a molecular structure, CH3IO3S (wB97M-V/def2-TZVPD).

Summary:
Molar mass: 222.0 g/mol
LUMO level: -0.8 eV
HOMO energy: -0.3523 hartree
Charge: 0
Kohn-Sham gap: 0.3223 hartree

The geometry in XYZ format:
```
9
Properties=species:S:1:pos:R:3:lowdin_charge:R:1
I -1.0548 2.9377 1.0655 0.36
C -0.4998 -0.7818 -0.1347 -0.35
O 1.7556 1.9178 -0.3530 -0.44
O 0.7336 -1.5445 0.1055 -0.05
S 0.6729 1.2636 0.2878 0.54
H -1.1827 -1.3447 -0.6967 0.12
O -0.1605 0.3702 -0.8139 -0.37
H 0.7117 -2.3910 -0.3235 0.08
H -0.9760 -0.4272 0.8631 0.12
```


The calculated energies rank the structures as follows, beginning with the most stable: w, x.


w | Entry from OMol25: 12 unconnected molecules or ions with the total composition H24O12 (wB97M-V/def2-TZVPD).

Summary:
Molar mass: 216.2 g/mol
LUMO level: -0.3 eV
HOMO energy: -0.3780 hartree
Charge: 0
Kohn-Sham gap: 0.3673 hartree

The geometry in XYZ format:
```
36
Properties=species:S:1:pos:R:3:lowdin_charge:R:1
H 2.7979 1.4924 -1.1236 0.04
H 0.2880 4.2067 1.6373 0.03
H -2.5763 -0.9362 0.3068 0.00
O -0.9583 -0.5019 3.5151 -0.07
H -4.4430 0.6422 -1.0633 0.05
H -0.7592 2.1390 2.5074 0.03
H -0.3517 -2.4988 -3.2908 0.02
H -1.3905 -3.5307 -3.5548 0.06
O 2.2102 -1.7744 3.0772 -0.05
H -1.2807 -3.4776 -1.1420 0.00
H -1.1269 -1.0766 0.4256 0.05
O -1.9173 -1.2506 0.9504 -0.06
O -1.1277 -2.8914 -2.8875 -0.04
H 0.4428 3.7891 0.1332 -0.01
O 3.9744 1.4925 1.5206 -0.04
H 3.3682 1.1267 0.8768 0.00
H -2.6496 -3.4875 -0.9020 0.01
H 3.0911 -1.8088 2.7028 0.03
O -1.3969 2.3756 1.8457 -0.05
H -1.6301 1.7655 1.1526 0.02
H -0.6500 -1.3870 3.7205 0.03
O 0.8812 3.8498 0.9770 -0.05
H -1.7369 -0.5614 2.9521 0.01
H 1.6821 -1.0639 2.7060 0.01
H 3.7817 0.9706 2.3077 0.03
O -1.8921 -3.9465 -0.5263 -0.09
O -3.9922 -0.0658 -0.6112 -0.04
H -4.6405 -0.7669 -0.4915 0.06
O 2.6774 1.6928 -2.0557 -0.03
H 0.9968 2.2045 -1.7067 -0.02
H -0.2776 2.8804 -1.4991 0.02
O 1.7946 -1.6146 -2.8742 -0.04
O 0.0469 1.9950 -1.6894 -0.07
H 3.4783 2.1239 -2.3645 0.07
H 1.9271 -1.1163 -2.0667 0.03
H 1.3588 -0.9899 -3.4651 0.04
```


x | Entry from OMol25: 12 unconnected molecules or ions with the total composition H24O12 (wB97M-V/def2-TZVPD).

Summary:
Molar mass: 216.2 g/mol
LUMO level: -0.3 eV
HOMO energy: -0.3450 hartree
Charge: 0
Kohn-Sham gap: 0.3324 hartree

The geometry in XYZ format:
```
36
Properties=species:S:1:pos:R:3:lowdin_charge:R:1
H -0.5869 -0.2138 0.4052 0.02
O -1.9663 -3.2925 0.2604 -0.03
O 0.0120 2.9907 0.8158 -0.06
H -1.4816 -3.9811 -0.1947 0.06
H 3.6155 1.7077 1.4877 0.06
O 0.0428 0.2975 -0.1030 -0.04
H 2.7098 -0.9012 -1.5741 0.06
O -3.5001 -1.4380 -0.6036 -0.08
H 1.2827 0.2727 3.3676 0.06
H 0.8569 2.0074 -1.9891 -0.01
O -1.5652 2.2483 -2.3235 -0.03
H 3.2679 0.9618 0.2170 0.04
O -2.8535 0.2091 1.4279 -0.03
H 2.0477 2.9282 -1.8281 0.02
H -1.1643 -1.6951 3.1971 0.05
O -0.6653 -1.9270 2.4139 -0.05
H 0.4684 -1.6722 -4.3246 0.03
H 0.8327 -0.2429 -0.1201 -0.01
H 0.3030 2.1351 0.5005 -0.03
H -3.4487 -0.7543 0.0643 -0.04
H -1.3073 -2.8471 0.7930 0.01
O 1.7476 2.1556 -2.3069 -0.04
H 0.6687 -1.1345 -2.9237 -0.01
O 0.5816 -0.8572 -3.8357 -0.05
H -2.7325 1.0878 1.0682 0.06
O 3.1923 0.9102 1.1698 -0.03
H 0.1700 -1.4712 2.5178 -0.02
H 2.4742 -1.8806 -0.4440 0.06
H -1.4040 1.7904 -1.4985 0.00
H 0.4338 3.6187 0.2292 0.02
O 1.5585 -0.5359 2.9360 -0.03
H -2.7236 0.3155 2.3703 0.06
H -2.8860 -2.1098 -0.3073 -0.06
H -2.2289 2.9037 -2.1086 0.04
H 2.2350 -0.2593 2.3179 0.00
O 2.0133 -1.3265 -1.0739 -0.02
```


The calculated energies rank the structures as follows, beginning with the most stable: x, w.


w | Entry from OMol25: 12 unconnected molecules or ions with the total composition H24O12 (wB97M-V/def2-TZVPD).

Summary:
Molar mass: 216.2 g/mol
LUMO level: 0.1 eV
HOMO energy: -0.3659 hartree
Charge: 0
Kohn-Sham gap: 0.3692 hartree

The geometry in XYZ format:
```
36
Properties=species:S:1:pos:R:3:lowdin_charge:R:1
O 0.3332 -2.7094 0.2651 -0.05
H 1.2512 1.1596 -0.8549 -0.03
O 1.8722 1.4306 -1.5409 -0.06
H -2.0548 0.8666 2.9901 0.07
H -2.4498 0.2596 -1.7089 0.03
H -2.0378 -2.3154 2.3071 0.04
H 0.0312 -1.0404 -2.7509 0.07
O 0.1132 -2.0194 -2.7229 -0.03
O 0.0392 0.1796 0.2121 -0.07
H 2.3752 0.0426 0.9011 0.02
H 0.2812 -0.7504 3.0951 0.04
O -1.9878 -1.6504 1.6561 -0.01
H -2.7948 3.5196 -0.0409 0.07
H 0.3772 -0.7024 0.0341 0.02
O -2.5238 1.0036 2.1091 -0.08
H 2.0962 -1.6534 -2.2279 -0.02
H 0.8332 3.5616 -0.3499 0.03
H 3.4572 -1.0634 0.9141 0.03
H 0.2652 0.1276 2.0111 -0.03
H -0.9028 0.1916 0.0411 0.01
H -2.2848 0.1426 1.8191 -0.07
H 1.6992 2.3586 -1.7539 0.02
H -2.4548 1.2996 -0.6489 -0.03
O -2.1688 2.9146 -0.4449 -0.05
H 3.2982 -2.1344 -2.9709 0.04
O 0.4432 0.2036 2.9631 -0.08
H -1.2968 3.0446 -0.0059 0.03
O 0.5202 3.0706 0.3841 0.00
H -1.2548 -1.9364 1.1171 0.00
O -2.5848 0.3636 -0.7829 -0.04
H 1.1822 -3.1394 0.4201 0.07
H 0.0572 -3.1014 -0.5719 0.05
H 0.7062 3.7536 1.0011 0.06
O 2.5532 -0.8814 0.8151 -0.01
H 0.0722 -2.3234 -3.6049 0.03
O 2.9372 -2.0734 -2.0759 -0.06
```


x | Entry from OMol25: 12 unconnected molecules or ions with the total composition H24O12 (wB97M-V/def2-TZVPD).

Summary:
Molar mass: 216.2 g/mol
LUMO level: 0.1 eV
HOMO energy: -0.3847 hartree
Charge: 0
Kohn-Sham gap: 0.3898 hartree

The geometry in XYZ format:
```
36
Properties=species:S:1:pos:R:3:lowdin_charge:R:1
H 2.3543 1.9854 -0.7264 0.02
O -2.1213 1.3293 2.3480 -0.04
O -0.6231 -1.0252 -3.8640 -0.07
O 0.7886 3.8100 1.1455 -0.06
H -1.3998 -0.4800 -4.0194 0.04
O 0.3631 0.7150 0.8853 -0.04
O 1.6378 0.2859 -3.4796 -0.07
H -1.2713 0.5769 -1.8629 -0.01
H -2.6350 2.0924 2.6325 0.05
H -3.0514 -0.0846 -1.2457 0.05
O -2.1659 -4.0316 1.7101 -0.08
H 0.8315 -0.0121 1.3004 0.02
O -1.5099 1.5066 -1.8040 -0.06
O 1.6055 0.7658 3.7961 -0.05
H -1.7933 -3.2718 1.2353 -0.01
H -0.3042 -2.6318 -0.8721 0.05
H 1.4808 -0.3997 -2.8195 0.05
O -0.4756 -2.3971 0.0382 -0.04
O -2.4631 -0.7702 -0.9235 -0.06
O 2.1364 -2.2679 1.5962 -0.03
H 2.1450 1.0013 4.5493 0.04
H -1.7474 1.6062 -0.8780 0.03
H 0.9824 0.9140 -3.1496 0.03
H 2.4078 -2.2565 2.5171 0.05
H -1.6340 1.0846 3.1434 0.05
H 0.9282 2.8575 1.0324 -0.01
H 1.4034 1.4577 3.1640 0.01
H 2.5425 2.2392 -2.2228 0.05
H -2.9733 -4.2180 1.2221 0.03
H 0.1293 -0.5859 -4.3101 0.03
O 2.5421 1.5430 -1.5599 -0.05
H -2.0675 -1.2987 -1.6201 0.02
H -0.5956 0.6821 0.8952 0.01
H 0.3106 -2.1508 0.5345 0.01
H 2.7965 -2.7315 1.0794 0.05
H 1.4460 4.1608 0.5325 0.03
```


The calculated energies rank the structures as follows, beginning with the most stable: w, x.